The following is a DFT calculation (the ωB97M-V functional and the def2-TZVPD basis) of a cluster of 4 separate species, C27H50N3O11SSi in total.

```
93
Properties=species:S:1:pos:R:3:lowdin_charge:R:1
C 2.19905 1.00903 2.14417 -0.19
Si 1.59900 -0.76532 1.73825 0.49
C 3.17905 -1.88507 1.53686 -0.19
C 0.64583 -1.49913 3.25003 -0.18
O 0.62532 -0.74622 0.25774 -0.26
C -0.67632 -0.25069 0.67831 -0.27
C -1.37183 0.74316 -0.43412 -0.11
C -2.25664 1.79210 0.45513 -0.11
C -1.42891 3.03636 1.03426 0.11
C -2.23496 4.04695 1.93925 -0.06
C -1.61434 5.34676 2.67275 -0.18
C -0.42440 6.07304 1.85903 -0.20
C 1.02082 5.30030 1.99060 -0.18
C 1.62436 5.22917 0.46338 -0.29
N 2.80654 4.31082 0.34827 -0.03
C -3.77973 3.77089 2.19188 0.10
N -4.44239 2.60317 1.60970 -0.16
N -5.80896 2.44763 1.94477 0.11
C -5.80179 1.55887 2.95985 -0.07
O -5.88446 0.44999 3.55641 0.16
C -3.79043 1.59325 0.76369 -0.40
S -4.64323 0.09738 0.08482 0.80
H 1.38986 1.71912 2.55397 0.02
H 2.62700 1.49806 1.18548 0.03
H 3.05145 0.97704 2.93051 0.07
H 3.44040 -2.25525 2.61101 0.05
H 2.82497 -2.81079 0.94663 0.05
H 4.04751 -1.33946 1.02006 0.05
H -0.42238 -1.85886 2.99167 0.03
H 0.54686 -0.62282 4.01201 0.05
H 1.20549 -2.35282 3.78048 0.05
H -0.47993 0.44271 1.60038 0.09
H -1.36209 -1.13986 0.92616 0.13
H -0.48212 1.26771 -0.95868 0.14
H -2.04416 0.17479 -1.17427 0.11
H -0.30306 3.18805 0.82770 0.10
H -2.50105 6.08573 2.83164 0.12
H -1.25498 4.97806 3.71858 0.14
H -0.34400 7.15048 2.29114 0.12
H -0.75568 6.16764 0.75182 0.12
H 0.84847 4.20881 2.31269 0.08
H 1.73333 5.84760 2.71749 0.12
H 1.86117 6.32296 0.15873 0.13
H 0.75835 4.77339 -0.17486 0.10
H 2.52801 3.33520 0.14872 0.04
H 3.29244 4.61776 -0.52637 0.08
H -4.38385 4.50793 2.85194 0.16
H -5.07700 0.33423 -1.22260 -0.08
C 6.71915 -3.77190 -4.04752 -0.07
C 6.29839 -2.34090 -3.76540 -0.21
O 4.96750 -2.08618 -4.23222 0.03
C 3.97671 -2.60942 -3.48662 -0.58
O 4.11377 -3.25842 -2.47342 0.11
O 2.80474 -2.31124 -4.07782 0.00
C 1.67375 -2.90353 -3.44132 -0.05
H 6.60427 -4.00266 -5.10993 0.08
H 7.76018 -3.93216 -3.75872 0.08
H 6.09970 -4.48622 -3.49950 0.07
H 6.95720 -1.65932 -4.30979 0.12
H 6.38646 -2.09382 -2.70249 0.12
H 1.64042 -2.65251 -2.37791 0.09
H 1.69534 -3.98754 -3.58004 0.10
H 0.77310 -2.51190 -3.91610 0.09
C -1.55526 2.87127 -7.55294 -0.07
C -2.18342 1.61805 -6.97064 -0.21
O -2.03387 1.57255 -5.54495 0.03
C -2.83614 2.39568 -4.84704 -0.58
O -3.65953 3.15106 -5.31061 0.13
O -2.54461 2.25577 -3.53809 -0.01
C -3.25516 3.15756 -2.69244 -0.04
H -0.50923 2.95376 -7.24586 0.08
H -1.60621 2.85734 -8.64369 0.08
H -2.06111 3.77334 -7.19974 0.07
H -1.66734 0.74025 -7.36795 0.13
H -3.23796 1.52531 -7.24927 0.13
H -4.33426 3.08634 -2.85301 0.10
H -2.90778 4.17971 -2.86423 0.11
H -3.04247 2.88900 -1.65628 0.05
C -2.34047 -4.84506 3.31708 -0.07
C -2.32492 -5.39282 4.73273 -0.21
O -1.68297 -6.67109 4.78967 0.03
C -0.33973 -6.65393 4.69423 -0.58
O 0.35317 -5.66750 4.57222 0.11
O 0.09896 -7.92452 4.72834 0.00
C 1.50604 -8.05301 4.52653 -0.04
H -2.79582 -5.56523 2.63207 0.08
H -2.89988 -3.90762 3.27177 0.07
H -1.32822 -4.65590 2.95044 0.07
H -3.35356 -5.54291 5.07081 0.12
H -1.85438 -4.69502 5.43294 0.12
H 2.06623 -7.43687 5.23425 0.10
H 1.75961 -7.78400 3.49790 0.10
H 1.77678 -9.09699 4.68858 0.10
```

## Properties
charge = +1
energy relative to the best compared isomer or geometry (same formula, charge and spin) = 179.30 kcal/mol

The following is a DFT calculation (the ωB97M-V functional and the def2-TZVPD basis) of a structure of composition C27H51InNO2Si2.

```
84
Properties=species:S:1:pos:R:3:lowdin_charge:R:1
O 1.25532 0.47326 0.88725 -0.26
O 3.20000 0.14848 -2.58215 -0.23
C 1.37179 1.87705 1.16150 -0.25
C 1.07138 2.26787 2.59864 -0.07
H 0.66511 2.36825 0.46978 0.11
H 2.39329 2.17477 0.87603 0.13
H 0.20686 1.73629 3.02825 0.06
H 0.86065 3.34443 2.63069 0.09
H 1.93749 2.09479 3.25119 0.09
C 1.86454 -0.40935 1.84816 -0.26
C 3.38174 -0.44715 1.77204 -0.04
H 1.43476 -1.39656 1.65315 0.10
H 1.55172 -0.11375 2.86347 0.11
H 3.74157 -0.66172 0.75362 0.08
H 3.74062 -1.24502 2.42944 0.09
H 3.81546 0.48761 2.13933 0.08
C 3.48497 -1.05183 -3.33498 -0.27
C 4.20931 1.16327 -2.58537 -0.27
C 3.99127 -2.16825 -2.44259 -0.07
H 4.21574 -0.86424 -4.14583 0.13
H 2.53713 -1.35664 -3.80441 0.10
H 4.95408 -1.91005 -1.99415 0.06
H 4.12028 -3.07609 -3.03700 0.08
H 3.28007 -2.37998 -1.63952 0.07
C 5.56608 0.68067 -2.11219 -0.08
H 3.81398 1.93359 -1.91166 0.11
H 4.27833 1.60671 -3.59424 0.12
H 5.50459 0.17188 -1.14399 0.07
H 6.21665 1.54953 -1.98953 0.08
H 6.02593 0.00429 -2.83948 0.08
H 1.24145 0.65100 -1.47334 0.03
In -1.31726 -0.38787 0.86868 1.07
C 0.35114 0.44513 -2.10986 -0.18
Si 0.35482 1.38381 -3.76384 0.49
H 0.35036 -0.63516 -2.31643 0.04
H -0.55780 0.69029 -1.53438 -0.03
C 1.01993 3.10889 -3.43799 -0.18
C -1.43358 1.39321 -4.36124 -0.18
C 1.37015 0.67965 -5.19512 -0.17
C -2.22808 1.52902 0.53804 -0.32
Si -4.08239 1.35768 0.82450 0.41
H -1.97585 1.89954 -0.47081 0.00
H -1.79580 2.24156 1.26468 0.01
C -4.96016 1.71849 -0.79214 -0.18
C -4.62163 2.57459 2.15323 -0.17
C -4.61142 -0.36902 1.38445 -0.19
H 1.39755 1.39605 -6.03134 0.04
H 0.92177 -0.24784 -5.57582 0.04
H 2.40988 0.45929 -4.92695 0.00
H 0.36610 3.65389 -2.74509 0.03
H 1.09216 3.69780 -4.36417 0.04
H 2.02261 3.06280 -2.99359 0.01
H -2.13953 1.49484 -3.52860 0.01
H -1.65675 0.44912 -4.88082 0.03
H -1.60095 2.21830 -5.06769 0.04
H -4.02949 3.49602 2.09541 0.04
H -4.51064 2.16277 3.16460 0.02
H -5.67684 2.84792 2.01642 0.04
H -4.41140 -0.55437 2.44627 0.02
H -4.14856 -1.18413 0.81152 0.02
H -5.69867 -0.45267 1.23652 0.05
H -6.02517 1.91890 -0.62342 0.04
H -4.87575 0.87046 -1.48254 0.04
H -4.52266 2.59849 -1.27705 0.04
C -2.69998 -0.24914 5.34209 -0.03
C -2.81120 -1.61439 5.61057 -0.02
C -2.41076 -2.53091 4.64496 0.02
C -1.83561 -2.06966 3.44898 -0.21
N -1.73542 -0.73321 3.20713 0.03
C -2.18632 0.16486 4.11045 -0.11
C -1.30785 -2.98292 2.42236 -0.20
C -1.08716 -4.35602 2.70993 -0.01
C -0.51809 -5.19577 1.75078 -0.05
C -0.18859 -4.68532 0.49209 -0.05
C -0.44339 -3.32933 0.18206 -0.10
C -0.97932 -2.49186 1.15089 -0.21
H -3.00772 0.50337 6.06754 0.12
H -3.21121 -1.97135 6.55823 0.12
H -2.53041 -3.60212 4.77989 0.11
H -2.12923 1.23121 3.85547 0.12
H -1.35002 -4.74202 3.69344 0.11
H -0.33314 -6.24375 1.98964 0.12
H 0.26717 -5.32727 -0.25962 0.11
H -0.21000 -2.94498 -0.81441 0.10
```

## Properties
charge = +1
energy relative to the best compared isomer or geometry (same formula, charge and spin) = 0.00 kcal/mol

| no. | HOMO-LUMO gap (eV) | HOMO energy (eV) | LUMO energy (eV) |
| --- | --- | --- | --- |
| 1 | 6.79 | -11.91 | -5.1 |
| 2 | 8.64 | -11.76 | -3.1 |